The following is a DFT calculation (wB97M-V/def2-TZVPD) of one molecule with the formula C4H5FS2.

Properties
Net charge = 0
Calculated total energy = -28615.7415 eV
SMILES string = CSC(=S)/C=C\F
Relative energy (zero: lowest compared OMol25 entry of this formula, charge and spin) = 4.8 kcal/mol
LUMO = -0.42 eV

CARTESIAN COORDINATES (ANGSTROEM)
C (2.4764, 0.6452, 0.0928)
C (-0.1867, 0.0329, -0.0741)
C (-1.3139, -0.9639, -0.1328)
C (-2.6163, -0.5988, -0.0071)
H (2.1641, 1.3096, 0.8840)
H (2.5676, 1.1532, -0.9032)
H (3.4649, 0.2790, 0.2751)
H (-1.1404, -2.0061, -0.2578)
H (-3.3558, -1.3741, 0.0921)
F (-3.0780, 0.6381, 0.1263)
S (1.3601, -0.7781, 0.0030)
S (-0.3421, 1.6631, -0.0982)

=====

The following is a DFT calculation (wB97M-V/def2-TZVPD) of one molecule with the formula C4H5I.

Properties
Net charge = 0
Calculated total energy = -12325.1397 eV
Relative energy (zero: lowest compared OMol25 entry of this formula, charge and spin) = 67.6 kcal/mol
LUMO (alpha / beta) = -0.48 / 0.00 eV

CARTESIAN COORDINATES (ANGSTROEM)
C (-0.9841, 0.2668, -0.0606)
C (-1.3435, -0.7916, -0.7022)
C (0.1633, 0.9926, 0.5467)
C (1.4685, 0.3086, 0.1862)
I (1.8483, -1.5619, 1.0640)
H (-0.6866, -1.5517, -1.1120)
H (-2.3937, -0.9684, -0.8668)
H (0.1806, 2.0242, 0.1833)
H (0.0331, 1.0043, 1.6318)
H (1.7142, 0.2771, -0.8704)

=====

The following is a DFT calculation (wB97M-V/def2-TZVPD) of a 2-piece molecular cluster, C4H5I overall.

Properties
Net charge = 0
Calculated total energy = -12324.9977 eV
Relative energy (zero: lowest compared OMol25 entry of this formula, charge and spin) = 70.8 kcal/mol
LUMO = 0.62 eV

CARTESIAN COORDINATES (ANGSTROEM)
C (-0.0523, -1.3434, 1.6466)
C (0.4106, 1.1805, -1.6961)
C (0.0016, -1.1534, 0.3715)
C (-0.1740, 0.7865, -0.5727)
I (-1.4047, 1.8332, 0.6247)
H (-0.2286, -2.1974, 2.2590)
H (-0.2155, -0.4153, 2.2325)
H (0.2662, 2.2138, -1.9028)
H (1.0744, 0.7744, -2.4176)
H (0.3223, -1.6788, -0.5450)

=====

The following is a DFT calculation (wB97M-V/def2-TZVPD) of one molecule with the formula C4H5IN2O.

Properties
Net charge = 0
Calculated total energy = -17353.7912 eV
SMILES string = COc1nc[nH]c1I
Relative energy (zero: lowest compared OMol25 entry of this formula, charge and spin) = 66.1 kcal/mol
LUMO = 0.25 eV

CARTESIAN COORDINATES (ANGSTROEM)
C (0.2127, 1.2722, -1.4963)
C (-0.0288, -0.3340, -0.0995)
C (-1.5613, 0.6246, -0.2221)
C (1.2959, -1.4538, 1.4255)
N (0.8077, 0.3015, -0.8141)
N (-1.1195, 1.4027, -1.1878)
O (0.0345, -1.2685, 0.8029)
I (-3.5525, 0.1291, 0.3335)
H (0.7809, 1.6775, -2.2746)
H (1.1932, -2.0802, 2.3935)
H (1.7870, -0.5489, 1.9227)
H (1.8922, -1.8939, 0.5999)
H (-1.7420, 2.1718, -1.3835)

=====

The following is a DFT calculation (wB97M-V/def2-TZVPD) of a 2-piece molecular cluster, C4H5IN2O overall.

Properties
Net charge = 0
Calculated total energy = -17353.3611 eV
Relative energy (zero: lowest compared OMol25 entry of this formula, charge and spin) = 76.0 kcal/mol
LUMO (alpha / beta) = -0.80 / -2.09 eV

CARTESIAN COORDINATES (ANGSTROEM)
C (-0.3010, 0.5485, -0.7473)
C (1.5172, 0.4193, 1.1701)
C (-0.3647, -0.4502, 0.3029)
C (-1.4591, -1.4286, 0.3526)
N (0.4717, 1.6182, -0.6376)
N (0.6263, -0.5152, 1.1537)
O (1.3011, 1.5952, 0.5307)
I (1.8225, 2.5060, -3.0293)
H (-0.7203, 0.3097, -1.7417)
H (2.4995, 0.3221, 1.5585)
H (-2.3286, -0.7918, 0.4716)
H (-1.4280, -2.2379, 1.2317)
H (-1.6366, -1.8955, -0.6160)

=====

The following is a DFT calculation (wB97M-V/def2-TZVPD) of a 3-piece molecular cluster, C4H5IO2 overall.

Properties
Net charge = 0
Calculated total energy = -16421.7283 eV
Relative energy (zero: lowest compared OMol25 entry of this formula, charge and spin) = 54.4 kcal/mol
LUMO = 0.26 eV

CARTESIAN COORDINATES (ANGSTROEM)
C (-3.2212, -1.2557, -0.4253)
C (-0.1294, 0.4740, -0.4299)
C (0.1180, -0.7981, -1.2128)
C (0.2845, -0.7087, 0.2701)
O (-3.2358, -2.0734, 0.3569)
O (0.3185, -1.4233, 1.2301)
I (-4.5465, 1.4386, 0.2867)
H (0.5694, 1.2180, -0.8304)
H (-1.0872, 0.8566, -0.1544)
H (-0.6058, -1.5008, -1.6266)
H (1.0668, -0.7490, -1.6810)
H (-3.1210, 1.7743, -0.3997)

=====

The following is a DFT calculation (wB97M-V/def2-TZVPD) of C4H5InLiO6 as an isolated structure.

Properties
<S²> = 0.754
Multiplicity = 2
Net charge = 0
Calculated total energy = -21891.9433 eV
LUMO (alpha / beta) = -0.17 / -2.83 eV

CARTESIAN COORDINATES (ANGSTROEM)
O (-1.2532, -1.8045, 0.5213)
C (-1.9440, -0.6979, -0.0605)
C (-1.3733, 0.5963, 0.5162)
O (0.0199, 0.5557, 0.7014)
C (0.8908, 0.7228, -0.4960)
O (0.5595, -0.1185, -1.4333)
O (1.0927, 2.0049, -0.7356)
H (-1.7276, -2.6186, 0.3380)
H (-3.0162, -0.7501, 0.1811)
H (-1.8159, -0.7284, -1.1492)
H (-1.7999, 0.7686, 1.5151)
H (-1.6598, 1.4359, -0.1387)
O (3.5474, 0.6907, -0.2582)
C (2.4889, 0.0524, 0.0812)
O (2.5614, -1.1092, 0.5464)
Li (0.6596, -1.5247, -0.0099)
In (2.7697, 2.5247, -0.1193)

=====

The following is a DFT calculation (wB97M-V/def2-TZVPD) of C4H5Li2O2Pd as an isolated structure.

Properties
<S²> = 3.762
Multiplicity = 4
Net charge = 0
Calculated total energy = -12203.6846 eV
Relative energy (zero: lowest compared OMol25 entry of this formula, charge and spin) = 19.3 kcal/mol
LUMO (alpha / beta) = -1.70 / -1.94 eV

CARTESIAN COORDINATES (ANGSTROEM)
O (0.7144, 1.8013, 2.6371)
C (0.4352, 2.3851, 1.4051)
C (1.6152, 2.8594, 0.6031)
Pd (1.0263, 0.2351, 2.4500)
Li (0.1822, 2.8462, 3.9769)
H (-0.5139, 2.9114, 1.2078)
H (0.0873, 1.7621, 0.5660)
H (1.2032, 3.5236, -0.1647)
H (2.5474, 2.9834, 1.1654)
C (1.2979, 1.6403, -2.0415)
C (0.8366, 0.4448, -1.9744)
O (0.4598, -0.4704, -1.1853)
Li (0.2943, -1.0471, 0.5373)
H (1.6573, 2.3813, -2.7383)

=====

The following is a DFT calculation (wB97M-V/def2-TZVPD) of C4H5LiO3Tb as an isolated structure.

Properties
<S²> = 12.623
Multiplicity = 7
Net charge = +1
Calculated total energy = -32999.9018 eV
LUMO (alpha / beta) = -3.39 / -3.27 eV

CARTESIAN COORDINATES (ANGSTROEM)
Li (-1.4594, -1.9256, -0.7315)
O (-1.2553, -0.1471, 0.2325)
C (-2.1523, 0.9231, 0.5688)
H (-1.9562, 1.2199, 1.6050)
H (-1.9762, 1.7941, -0.0719)
H (-3.1557, 0.5138, 0.4274)
C (2.2290, -1.3032, -0.2157)
C (1.1610, -0.7216, -0.7917)
O (0.0740, -1.1520, -1.4082)
C (0.0411, 0.1422, 0.0966)
O (0.5017, 1.1260, 0.6522)
Tb (2.6192, 2.5603, -0.3371)
H (2.8343, -0.7033, 0.4635)
H (2.4948, -2.3265, -0.4899)

=====

The following is a DFT calculation (wB97M-V/def2-TZVPD) of C4H5LiO6 as an isolated structure.

Properties
Net charge = 0
Calculated total energy = -16716.2562 eV
Relative energy (zero: lowest compared OMol25 entry of this formula, charge and spin) = 124.2 kcal/mol
LUMO = -3.19 eV

CARTESIAN COORDINATES (ANGSTROEM)
C (-0.8951, -0.0035, 0.8921)
C (-0.1379, -1.0756, 0.1327)
O (0.8289, -0.4023, -0.6852)
O (0.0286, 1.0461, 1.1435)
H (-1.2878, -0.4342, 1.8232)
H (-1.6984, 0.3872, 0.2479)
H (-0.7569, -1.6741, -0.5444)
H (0.3252, -1.7319, 0.8838)
H (0.9578, 0.5827, 0.0102)
C (0.3813, -0.6818, -2.9660)
O (-0.0866, -1.7669, -3.1342)
O (1.5454, -0.3883, -3.0891)
Li (2.5285, -1.4223, -1.6767)
O (-1.6972, 2.3295, 2.2818)
O (0.4562, 2.9359, 2.5472)
C (-0.4920, 2.2995, 2.1333)

=====

The following is a DFT calculation (wB97M-V/def2-TZVPD) of C4H5LiOTl as an isolated structure.

Properties
<S²> = 0.755
Multiplicity = 2
Net charge = 0
Calculated total energy = -11167.6294 eV
Relative energy (zero: lowest compared OMol25 entry of this formula, charge and spin) = 46.0 kcal/mol
LUMO (alpha / beta) = -0.65 / -1.06 eV

CARTESIAN COORDINATES (ANGSTROEM)
C (0.4749, 1.6600, -0.9545)
C (0.7784, 0.4460, -0.5181)
C (1.2802, -0.8052, -0.6172)
H (0.1563, 2.4370, -0.2551)
H (0.4984, 1.9090, -2.0180)
H (0.6822, -1.6125, -1.0366)
H (2.3433, -0.9870, -0.4304)
O (-1.1193, -0.8886, 1.8727)
C (0.1616, -0.8449, 1.7684)
Li (-1.9604, 0.5583, -0.8011)
Tl (-3.9121, -1.7386, 0.4861)
H (0.6163, -0.1335, 2.5038)

=====

The following is a DFT calculation (wB97M-V/def2-TZVPD) of C4H5LuO3 as an isolated structure.

Properties
Net charge = 0
Calculated total energy = -43991.1420 eV
Relative energy (zero: lowest compared OMol25 entry of this formula, charge and spin) = 1.6 kcal/mol
LUMO = -0.28 eV

CARTESIAN COORDINATES (ANGSTROEM)
O (1.0789, 1.0001, -0.0942)
C (1.6531, 0.9263, -1.1807)
C (1.2328, -0.0844, -2.2022)
O (0.2783, -0.9442, -1.7500)
Lu (-0.4978, -0.6930, 0.2264)
H (2.3937, 1.6970, -1.4679)
H (2.1828, -0.5780, -2.5183)
H (0.9313, 0.5123, -3.0959)
O (-0.5108, -1.3817, 2.3009)
C (-1.6180, -0.6666, 2.5610)
C (-2.1615, 0.1615, 1.6252)
H (-1.9682, -0.7317, 3.6135)
H (-2.9948, 0.7824, 1.9822)

=====

The following is a DFT calculation (wB97M-V/def2-TZVPD) of one molecule with the formula C4H5N.

Properties
Net charge = 0
Calculated total energy = -5712.3956 eV
Relative energy (zero: lowest compared OMol25 entry of this formula, charge and spin) = 148.8 kcal/mol
LUMO (alpha / beta) = -0.31 / 0.20 eV

CARTESIAN COORDINATES (ANGSTROEM)
C (-0.3549, -0.9514, 0.5433)
C (0.6523, -0.0182, -0.0499)
C (-1.6175, -0.7798, 0.3967)
C (-0.0595, 1.2155, -0.5418)
N (-1.2119, 1.2244, -0.8597)
H (0.0067, -1.6776, 1.2863)
H (1.5022, -0.2999, -0.8208)
H (-2.4326, -0.0885, 0.1008)
H (1.1049, -0.2650, 0.8210)
H (0.5693, 2.1691, -0.3826)

=====

The following is a DFT calculation (wB97M-V/def2-TZVPD) of one molecule with the formula C4H5N.

Properties
Net charge = 0
Calculated total energy = -5713.5860 eV
Relative energy (zero: lowest compared OMol25 entry of this formula, charge and spin) = 121.3 kcal/mol
LUMO = 1.18 eV

CARTESIAN COORDINATES (ANGSTROEM)
C (1.6240, -0.2435, -0.1706)
C (1.5041, 0.9874, 0.1304)
C (0.0554, -0.0887, 0.4162)
C (-1.1219, 0.5493, -0.2706)
N (-0.8301, -0.8397, -0.5026)
H (2.0784, -1.1867, -0.4494)
H (-0.0830, -0.3689, 1.4599)
H (-0.8989, 1.2836, -1.0394)
H (-2.0236, 0.7451, 0.3132)
H (-0.3663, -0.9463, -1.4023)

=====

The following is a DFT calculation (wB97M-V/def2-TZVPD) of one molecule with the formula C4H5N.

Properties
Net charge = 0
Calculated total energy = -5717.7582 eV
SMILES string = N#CC1CC1
Relative energy (zero: lowest compared OMol25 entry of this formula, charge and spin) = 25.1 kcal/mol
LUMO = 0.99 eV

CARTESIAN COORDINATES (ANGSTROEM)
C (-1.6506, -0.0541, 0.1585)
C (-0.2696, -0.0942, 0.6239)
C (0.6142, 0.7825, -0.1957)
C (0.7741, -0.7003, -0.2604)
H (-0.1707, -0.1225, 1.6526)
H (1.3555, 1.4027, 0.3247)
H (0.1269, 1.2519, -1.0079)
H (0.3334, -1.1584, -1.1592)
H (1.6201, -1.2917, 0.1037)
N (-2.7334, -0.0159, -0.2403)

=====

The following is a DFT calculation (wB97M-V/def2-TZVPD) of C4H5N2 as an isolated structure.

Properties
Net charge = +1
Calculated total energy = -7195.3676 eV
Relative energy (zero: lowest compared OMol25 entry of this formula, charge and spin) = 119.6 kcal/mol
LUMO = -4.98 eV

CARTESIAN COORDINATES (ANGSTROEM)
C (0.0793, 0.0913, -0.3587)
C (-1.8542, 0.3531, -0.9430)
C (1.8871, -0.2438, 0.8811)
C (0.7877, 0.7468, 0.7951)
N (-2.4369, -0.5015, -1.4627)
N (0.7089, -0.8525, 0.2748)
H (-1.8841, 1.3832, -0.8047)
H (2.7450, -0.2649, 0.1472)
H (2.4562, -0.6028, 1.7594)
H (0.2145, 1.2988, 1.5022)
H (-2.7034, -1.4077, -1.7906)

=====

The following is a DFT calculation (wB97M-V/def2-TZVPD) of an isolated ion of composition C4H5N2 and charge +1.

Properties
Net charge = +1
Calculated total energy = -7195.4055 eV
SMILES string = C#CN1C[N+]1=C
Relative energy (zero: lowest compared OMol25 entry of this formula, charge and spin) = 118.7 kcal/mol
LUMO = -5.49 eV

CARTESIAN COORDINATES (ANGSTROEM)
C (-0.9266, 1.4392, -2.1904)
C (-0.6386, 0.9232, -1.1276)
C (1.6644, -0.4632, 0.9450)
C (-0.8676, -0.7980, 0.8471)
N (-0.4131, 0.6424, 0.1454)
N (0.4326, -0.2800, 0.7038)
H (-0.9289, 1.5241, -3.2413)
H (2.3019, 0.3116, 0.7343)
H (1.8376, -1.3744, 1.3613)
H (-1.3357, -0.4947, 1.7416)
H (-1.1261, -1.4301, 0.0809)

=====

The following is a DFT calculation (wB97M-V/def2-TZVPD) of C4H5N2O4S as an isolated structure.

Properties
Net charge = +1
Calculated total energy = -26222.3333 eV
Relative energy (zero: lowest compared OMol25 entry of this formula, charge and spin) = 0.0 kcal/mol
LUMO = -4.61 eV

CARTESIAN COORDINATES (ANGSTROEM)
C (-1.2071, 0.7437, 0.1443)
C (-1.2591, -0.8911, 0.3685)
C (0.6887, -0.2133, -0.2144)
C (2.1409, -0.3745, -0.6855)
N (-0.0164, 0.8585, -0.4875)
N (-0.1432, -1.3591, 0.1322)
O (-4.1268, 0.4906, 1.0870)
O (-2.4934, -1.3011, 0.3056)
O (-2.4744, 1.1354, -0.4901)
O (-4.3206, -0.5092, -1.2222)
S (-3.4744, -0.0487, -0.2220)
H (-1.1221, 1.2782, 1.0864)
H (2.6141, -1.3011, -0.4534)
H (2.0843, -0.2605, -1.7793)
H (2.7933, 0.3743, -0.0698)
H (-4.5282, -0.1362, 1.6249)

=====

The following is a DFT calculation (wB97M-V/def2-TZVPD) of C4H5N2P as an isolated structure.

Properties
<S²> = 2.014
Multiplicity = 3
Net charge = 0
Calculated total energy = -16490.5861 eV
Relative energy (zero: lowest compared OMol25 entry of this formula, charge and spin) = 66.6 kcal/mol
LUMO (alpha / beta) = 0.75 / -2.31 eV

CARTESIAN COORDINATES (ANGSTROEM)
C (0.1525, 0.8341, -0.7585)
C (1.5281, -0.8288, -1.0099)
C (-0.1517, -0.2257, 0.0433)
C (-1.3699, -0.4844, 1.6477)
N (0.7162, -1.2787, -0.1243)
N (1.2843, 0.4205, -1.4331)
P (-0.2968, -1.4043, 2.4448)
H (-0.4144, 1.6779, -1.1872)
H (2.4024, -1.3043, -1.3745)
H (-2.3945, -0.1343, 1.5656)
H (2.0942, 0.9309, -1.8856)
H (-0.9633, -1.8507, 3.5297)

=====

The following is a DFT calculation (wB97M-V/def2-TZVPD) of one molecule with the formula C4H5N2P.

Properties
<S²> = 2.016
Multiplicity = 3
Net charge = 0
Calculated total energy = -16492.8235 eV
Relative energy (zero: lowest compared OMol25 entry of this formula, charge and spin) = 15.0 kcal/mol
LUMO (alpha / beta) = -0.43 / -2.45 eV

CARTESIAN COORDINATES (ANGSTROEM)
C (2.2548, 0.6034, -0.0324)
C (1.1094, -0.1235, 0.1544)
C (-0.1529, 0.7682, 0.3093)
C (-1.4207, -1.0677, -0.0649)
N (3.1968, 1.2427, -0.2037)
N (-1.1786, 0.2130, -0.4451)
P (1.0254, -1.8511, 0.0045)
H (-0.3243, 0.7079, 1.4276)
H (0.2305, 1.8417, 0.0243)
H (-1.5423, -1.1223, 1.0619)
H (-1.9740, -1.6800, -0.7860)
H (-1.2241, 0.4676, -1.4500)